1.
Molecular formula: C3H3O3S4
Method: DFT, wB97M-V/def2-TZVPD

```
13
Properties=species:S:1:pos:R:3
C 0.547 -1.084 -0.224
S -1.599 1.689 2.779
O 2.317 0.242 -1.176
H -0.435 -1.667 -1.625
H 1.112 -1.620 0.448
S -0.521 -0.015 2.254
C 0.016 0.600 0.692
O 0.638 -0.563 -2.521
S -1.009 1.735 -0.202
S -2.748 1.861 0.976
O -0.544 -1.776 -0.696
C 1.290 -0.417 -1.493
H 0.935 1.016 0.788
```

Values from the calculation:
**Maximum force**: 0.096 hartree/bohr
**ΔE to the lowest compared entry with this formula, charge and spin**: 75.8 kJ/mol
**HOMO level**: -4.72 eV
**Multiplicity**: 1
**Total charge**: -1
**Calculated total energy**: -52644.08754 eV

=====

2.
Molecular formula: C3H3O3Sc
Method: DFT, wB97M-V/def2-TZVPD

```
10
Properties=species:S:1:pos:R:3
C -0.047 2.592 -2.594
O -1.533 -0.529 2.028
C 0.931 1.938 -2.202
Sc 0.164 -2.433 -1.738
H 1.825 1.337 -2.114
O -0.432 -2.276 1.142
C -0.470 -1.109 1.467
O 0.486 -0.226 1.332
H -1.335 0.400 2.201
H 0.411 0.306 0.477
```

Values from the calculation:
**Maximum force**: 0.061 hartree/bohr
**ΔE to the lowest compared entry with this formula, charge and spin**: 0.5 kJ/mol
**HOMO level (alpha / beta)**: -7.39 / -7.33 eV
**Multiplicity**: 1
**Calculated total energy**: -29993.50597 eV

=====

3.
Molecular formula: C3H3O3Sm
Method: DFT, wB97M-V/def2-TZVPD

```
10
Properties=species:S:1:pos:R:3
C 0.798 0.882 0.287
Sm 0.529 2.393 -2.175
H -1.673 -0.350 0.359
O 1.366 1.935 -0.090
H -0.303 -1.775 1.610
O -0.078 0.417 -0.668
O 1.028 0.090 1.208
H -1.085 -1.357 -1.040
C -0.790 -0.754 -0.169
C 0.209 -1.481 0.679
```

Values from the calculation:
**Maximum force**: 0.091 hartree/bohr
**HOMO level (alpha / beta)**: -17.44 / -15.97 eV
**Multiplicity**: 6
**<S²>**: 8.76
**Total charge**: +2
**Calculated total energy**: -27183.29161 eV

=====

4.
Molecular formula: C3H3O3Sn
Method: DFT, wB97M-V/def2-TZVPD

```
10
Properties=species:S:1:pos:R:3
O 1.403 -0.548 -2.567
C -0.349 0.015 0.553
H 0.959 -1.404 -2.371
C 1.096 1.661 -1.486
Sn -1.531 -2.666 1.300
O -0.173 1.174 0.606
C 1.118 0.393 -1.845
O -0.679 -1.038 0.963
H 0.325 2.308 -1.918
H 1.966 2.073 -0.963
```

Values from the calculation:
**Maximum force**: 0.180 hartree/bohr
**ΔE to the lowest compared entry with this formula, charge and spin**: 174.2 kJ/mol
**HOMO level**: -23.52 eV
**Multiplicity**: 1
**Total charge**: +3
**Calculated total energy**: -15093.92990 eV